Below is a cluster of 8 separate species, C33H92N8O10 in total in a non-equilibrium geometry, with properties calculated with the ωB97M-V functional and the def2-TZVPD basis.

E	-2500.60091	a.u.

Structure (ORCA input):
```
! RIJCOSX wB97M-V def2-TZVPD def2/J DEFGRID3
* xyz 6 1
C -5.115 -4.099 -9.817
C -4.297 -5.274 -10.022
O -4.600 -6.407 -9.819
N -2.845 -4.937 -10.534
H -2.951 -4.171 -11.234
H -2.240 -4.643 -9.771
C -2.197 -6.155 -11.219
H -5.856 -4.206 -9.067
H -5.511 -3.721 -10.752
H -4.406 -3.325 -9.518
H -1.133 -5.925 -11.370
H -2.705 -6.356 -12.168
H -2.336 -6.856 -10.413
C 3.541 -4.253 7.147
N 4.257 -4.977 6.026
C 5.669 -5.296 6.407
C 3.536 -6.266 5.681
C 4.326 -3.990 4.890
C 3.033 -3.132 4.647
O 3.042 -2.039 5.580
H 2.513 -3.926 6.851
H 4.190 -3.442 7.430
H 3.412 -5.020 7.953
H 6.220 -4.398 6.622
H 6.134 -5.860 5.614
H 5.730 -6.013 7.201
H 3.851 -7.126 6.385
H 3.768 -6.617 4.674
H 2.400 -6.128 5.734
H 4.541 -4.534 3.993
H 5.105 -3.266 5.126
H 2.157 -3.748 4.627
H 3.148 -2.796 3.648
H 2.739 -1.209 5.105
C 7.194 3.083 -1.670
N 6.806 3.348 -3.101
C 7.633 4.496 -3.579
C 7.210 2.129 -3.883
C 5.419 3.883 -3.196
C 4.243 3.142 -2.585
O 3.779 1.991 -3.238
H 6.488 2.384 -1.208
H 7.216 4.028 -1.136
H 8.241 2.772 -1.657
H 7.439 4.655 -4.646
H 8.679 4.216 -3.405
H 7.465 5.367 -3.006
H 6.984 1.166 -3.450
H 8.281 2.086 -4.196
H 6.639 2.254 -4.812
H 5.214 4.076 -4.265
H 5.467 4.844 -2.694
H 3.434 3.902 -2.743
H 4.351 2.984 -1.517
H 2.798 2.045 -3.269
C -9.108 -2.102 0.724
N -8.078 -3.105 0.969
C -8.597 -4.496 1.101
C -7.188 -3.108 -0.226
C -7.330 -2.697 2.166
C -6.258 -3.686 2.599
O -6.481 -4.240 3.898
H -9.540 -2.121 -0.273
H -8.622 -1.157 0.837
H -9.895 -2.170 1.430
H -9.066 -4.612 2.096
H -7.724 -5.139 0.955
H -9.416 -4.648 0.370
H -6.828 -2.087 -0.367
H -7.701 -3.438 -1.107
H -6.356 -3.755 0.030
H -8.077 -2.425 2.983
H -6.921 -1.682 1.880
H -5.282 -3.129 2.713
H -6.105 -4.487 1.906
H -6.828 -3.447 4.415
C -2.415 6.203 -4.100
N -2.693 7.674 -3.983
C -3.783 7.849 -2.998
C -1.519 8.353 -3.390
C -3.067 8.316 -5.243
C -2.189 8.112 -6.469
O -0.944 8.765 -6.268
H -3.185 5.726 -4.718
H -2.360 5.750 -3.107
H -1.484 5.978 -4.555
H -4.560 7.265 -3.316
H -4.112 8.926 -2.957
H -3.431 7.539 -2.000
H -1.711 9.411 -3.213
H -0.727 8.189 -4.169
H -1.252 7.839 -2.507
H -3.067 9.388 -5.045
H -4.066 7.893 -5.378
H -2.720 8.602 -7.301
H -2.055 7.038 -6.691
H -0.317 8.399 -6.924
C 6.725 -4.855 -3.801
N 5.457 -5.425 -4.514
C 5.836 -5.889 -5.868
C 5.046 -6.588 -3.693
C 4.328 -4.329 -4.643
C 3.427 -4.146 -3.434
O 4.023 -3.834 -2.190
H 6.515 -4.396 -2.858
H 7.083 -4.084 -4.496
H 7.330 -5.709 -3.666
H 6.816 -6.344 -5.764
H 5.926 -5.125 -6.665
H 5.087 -6.631 -6.186
H 4.164 -7.005 -4.237
H 4.802 -6.429 -2.641
H 5.818 -7.394 -3.667
H 3.648 -4.541 -5.483
H 4.907 -3.461 -4.871
H 2.733 -4.979 -3.387
H 2.812 -3.340 -3.855
H 3.283 -3.418 -1.622
C -2.814 4.131 12.211
N -3.361 5.411 11.723
C -4.381 5.913 12.731
C -2.246 6.392 11.658
C -4.051 5.210 10.480
C -3.190 4.917 9.280
O -2.529 3.614 9.373
H -2.196 3.640 11.503
H -3.612 3.461 12.477
H -2.305 4.404 13.122
H -3.959 5.631 13.663
H -5.299 5.335 12.531
H -4.487 6.974 12.688
H -1.366 5.923 11.214
H -2.102 6.844 12.674
H -2.525 7.231 10.980
H -4.587 6.136 10.386
H -4.714 4.398 10.588
H -2.463 5.718 9.280
H -3.787 4.955 8.394
H -2.686 3.127 8.592
N 1.908 -1.453 -1.297
O 2.934 -1.020 -1.903
O 1.985 -2.582 -0.919
O 1.023 -0.611 -1.038
*
```

Results of the Löwdin charge analysis, in e, for atoms 1 through 99:
1 C 0.031
2 C -0.379
3 O 0.209
4 N 0.074
5 H 0.188
6 H 0.174
7 C 0.045
8 H 0.105
9 H 0.124
10 H 0.100
11 H 0.112
12 H 0.124
13 H 0.093
14 C 0.017
15 N -0.362
16 C 0.010
17 C 0.011
18 C -0.088
19 C -0.204
20 O -0.085
21 H 0.116
22 H 0.109
23 H 0.132
24 H 0.112
25 H 0.114
26 H 0.109
27 H 0.143
28 H 0.101
29 H 0.131
30 H 0.129
31 H 0.140
32 H 0.112
33 H 0.114
34 H 0.136
35 C 0.021
36 N -0.361
37 C 0.000
38 C 0.020
39 C -0.119
40 C -0.245
41 O -0.051
42 H 0.116
43 H 0.113
44 H 0.119
45 H 0.130
46 H 0.123
47 H 0.099
48 H 0.110
49 H 0.129
50 H 0.114
51 H 0.154
52 H 0.136
53 H 0.141
54 H 0.120
55 H 0.117
56 C 0.000
57 N -0.412
58 C 0.041
59 C 0.021
60 C -0.124
61 C -0.234
62 O -0.054
63 H 0.127
64 H 0.104
65 H 0.114
66 H 0.137
67 H 0.109
68 H 0.134
69 H 0.122
70 H 0.117
71 H 0.104
72 H 0.172
73 H 0.151
74 H 0.146
75 H 0.099
76 H 0.126
77 C 0.022
78 N -0.392
79 C 0.007
80 C 0.012
81 C -0.114
82 C -0.209
83 O -0.061
84 H 0.125
85 H 0.117
86 H 0.095
87 H 0.077
88 H 0.150
89 H 0.126
90 H 0.131
91 H 0.119
92 H 0.094
93 H 0.154
94 H 0.151
95 H 0.145
96 H 0.127
97 H 0.123
98 C 0.054
99 N -0.341